# 1
C18H35F6NaO4PSi4 | wB97M-V/def2-TZVPD

Each line ends with the Löwdin charge.
Atoms and positions in Å:
1 P -1.10 0.62 4.17  0.159
2 Si 2.94 2.17 0.31  0.322
3 Si 3.12 -0.53 -2.68  0.313
4 Si 2.01 -1.66 0.92  0.318
5 Si 2.44 0.08 -0.55  0.593
6 Na -2.09 0.88 0.50  0.415
7 F -0.54 -0.90 4.13  -0.163
8 F -0.90 0.71 2.54  -0.182
9 F -1.29 0.53 5.77  -0.172
10 F 0.41 1.17 4.36  -0.173
11 F -1.65 2.14 4.17  -0.162
12 F -2.60 0.07 3.94  -0.159
13 O 0.58 1.50 -2.82  -0.125
14 O -4.15 1.48 -0.05  -0.061
15 O -0.47 1.63 -0.83  -0.140
16 O -3.18 -1.10 0.36  0.030
17 C 0.22 -2.20 0.93  -0.214
18 C -7.65 1.08 -0.75  -0.133
19 C 3.06 3.43 -1.09  -0.219
20 C 3.02 -3.19 0.40  -0.246
21 C -4.65 -2.92 0.49  -0.030
22 C 3.58 0.94 -3.76  -0.231
23 C -4.35 -1.44 0.26  -0.377
24 C 1.76 -1.52 -3.53  -0.226
25 C -6.42 1.65 -0.57  -0.034
26 C 2.53 -1.21 2.67  -0.218
27 C 4.62 2.17 1.18  -0.242
28 C 4.66 -1.65 -2.65  -0.244
29 C 1.65 2.74 1.54  -0.206
30 C -6.74 -1.07 -0.26  -0.085
31 C -5.24 0.89 -0.21  -0.377
32 C -5.45 -0.54 -0.07  -0.096
33 C -7.83 -0.31 -0.59  -0.147
34 C -0.32 1.88 -2.06  -0.580
35 H -5.04 -3.39 -0.42  0.075
36 H 3.17 4.44 -0.67  0.021
37 H -3.72 -3.40 0.78  0.075
38 H 4.94 -1.93 -3.67  0.015
39 H 4.49 -2.56 -2.08  -0.004
40 H 4.45 1.47 -3.35  0.012
41 H 1.93 3.72 1.95  0.029
42 H 2.74 1.62 -3.82  0.007
43 H 0.11 -3.10 1.54  0.032
44 H -6.27 2.72 -0.69  0.098
45 H 1.50 -2.41 -2.94  0.015
46 H 2.74 -3.52 -0.60  0.009
47 H -8.49 1.71 -1.01  0.085
48 H -5.39 -3.05 1.28  0.077
49 H -6.88 -2.14 -0.14  0.088
50 H -1.10 2.56 -2.50  0.114
51 H 4.85 3.17 1.57  0.016
52 H 1.54 2.04 2.38  0.008
53 H -0.42 -1.43 1.38  0.007
54 H 0.88 -0.89 -3.62  0.014
55 H 2.33 -2.04 3.35  0.029
56 H 2.16 3.40 -1.71  0.017
57 H 0.68 2.81 1.05  0.018
58 H 5.42 1.87 0.50  0.011
59 H -0.16 -2.40 -0.07  0.028
60 H 1.95 -0.35 3.04  0.006
61 H 4.09 -2.99 0.41  0.014
62 H 4.61 1.47 2.02  0.009
63 H 5.50 -1.12 -2.20  0.014
64 H 2.07 -1.86 -4.53  0.019
65 H -8.81 -0.76 -0.73  0.073
66 H 3.91 3.23 -1.74  0.009
67 H 2.82 -4.02 1.09  0.018
68 H 3.84 0.59 -4.77  0.019
69 H 3.59 -0.96 2.72  0.015

Summary:
spin multiplicity: 2
energy above the lowest of the compared OMol25 structures with the same formula, charge and spin: 0.0643 eV
energy: -88958.1372 eV
expectation value of S²: 0.7531
E_LUMO (alpha / beta): 4.040 / 4.034 eV
net charge: -2


# 2
C2H2FNO2 | wB97M-V/def2-TZVPD

Each line ends with the Löwdin charge.
Atoms and positions in Å:
1 F 1.55 1.79 -0.89  0.067
2 O -1.52 0.15 -0.66  -0.096
3 O -0.08 -1.70 1.93  0.139
4 N -0.52 0.99 -0.96  -0.020
5 C 0.66 0.92 -0.52  -0.275
6 C -0.01 -1.68 0.82  0.020
7 H -1.14 -0.60 0.04  0.058
8 H 1.07 0.13 0.23  0.108

Summary:
spin multiplicity: 1
energy above the lowest of the compared OMol25 structures with the same formula, charge and spin: 3.7516 eV
energy: -10405.4314 eV
E_LUMO: -0.085 eV


# 3
C5H10O | wB97M-V/def2-TZVPD

Each line ends with the Löwdin charge.
Atoms and positions in Å:
1 O -0.67 -1.14 -2.24  -0.027
2 C -0.21 0.87 -0.88  -0.151
3 C -0.42 0.71 2.18  -0.007
4 C 0.31 -0.43 -1.52  -0.393
5 C 0.68 -0.92 -0.09  -0.155
6 C 0.73 0.55 0.27  -0.094
7 H -0.49 1.66 2.73  0.050
8 H -1.38 0.48 1.71  0.043
9 H -0.20 -1.46 0.29  0.118
10 H -0.09 -0.09 2.84  0.051
11 H -0.27 -1.95 -2.59  0.095
12 H 1.21 -0.25 -2.14  0.147
13 H 1.58 -1.53 0.07  0.101
14 H -1.28 0.70 -0.67  0.116
15 H -0.09 1.82 -1.41  0.104
16 H 0.59 0.98 1.44  0.002

Summary:
spin multiplicity: 1
energy above the lowest of the compared OMol25 structures with the same formula, charge and spin: 5.1421 eV
energy: -7389.6232 eV
E_LUMO: 0.808 eV


# 4
C6H9N | wB97M-V/def2-TZVPD

Each line ends with the Löwdin charge.
Atoms and positions in Å:
1 N -0.77 -0.16 -1.67  0.013
2 C 1.44 0.13 -0.86  -0.040
3 C 0.73 -0.02 1.78  -0.079
4 C 0.23 -0.76 -0.84  -0.282
5 C -1.96 -0.50 -1.42  -0.051
6 C -0.15 1.08 1.21  -0.072
7 C 0.54 0.12 0.32  -0.396
8 H -2.21 -1.41 -0.87  0.081
9 H -1.23 0.97 1.36  0.099
10 H 1.30 0.95 -1.56  0.109
11 H 2.42 -0.32 -0.82  0.099
12 H 1.70 0.27 2.17  0.101
13 H 0.25 -1.85 -0.70  0.149
14 H 0.24 -0.82 2.32  0.099
15 H 0.20 2.11 1.26  0.102
16 H -2.72 0.22 -1.68  0.065

Summary:
spin multiplicity: 1
energy above the lowest of the compared OMol25 structures with the same formula, charge and spin: 3.3173 eV
energy: -7854.8423 eV
E_LUMO: 1.150 eV


# 5
C33H95N7O18 | wB97M-V/def2-TZVPD

Each line ends with the Löwdin charge.
Atoms and positions in Å:
1 O -1.01 -2.20 -6.37  -0.065
2 O -4.31 1.79 0.72  -0.199
3 O 2.00 0.90 -0.12  -0.085
4 O 1.21 3.52 -1.93  -0.208
5 O -0.41 -2.17 5.61  -0.081
6 O 2.30 -0.63 -3.74  -0.056
7 O -4.09 -3.47 -2.17  -0.197
8 O 0.82 0.44 5.24  -0.054
9 O 4.89 1.53 0.32  -0.086
10 O -3.45 -4.77 2.13  0.020
11 O -0.84 0.55 0.47  -0.120
12 O 5.33 -0.91 -3.57  -0.074
13 O 6.67 -2.45 2.53  -0.063
14 O 1.54 3.83 2.24  -0.186
15 O 3.64 -2.34 3.11  -0.090
16 O 4.22 0.44 3.23  -0.091
17 O -0.41 -6.59 -0.87  -0.190
18 O -2.27 -0.05 -4.24  -0.099
19 N -2.89 -0.13 -1.40  0.064
20 N -3.26 -4.36 4.37  0.155
21 N 3.09 5.91 -4.05  0.031
22 N -4.39 4.65 1.20  0.058
23 N 0.57 -4.22 0.44  0.048
24 N -1.51 -3.88 2.94  0.173
25 N -1.20 3.07 2.08  0.075
26 C -5.19 -4.02 -2.88  -0.097
27 C -1.00 -7.83 -1.14  -0.113
28 C -3.80 2.69 -0.23  -0.224
29 C -3.76 5.08 -1.09  -0.066
30 C 0.62 4.63 1.53  -0.208
31 C -0.89 -1.12 4.75  -0.233
32 C -1.05 -2.05 -4.95  -0.226
33 C 0.25 -0.33 4.19  -0.249
34 C 4.55 0.28 -3.40  -0.237
35 C -1.24 -5.69 -0.16  -0.205
36 C -2.79 -4.37 3.07  -0.653
37 C 4.44 -3.43 2.63  -0.217
38 C -0.11 2.99 -1.83  -0.070
39 C 5.42 0.90 2.60  -0.243
40 C -0.69 -4.29 -0.34  -0.417
41 C -0.91 4.99 3.53  -0.062
42 C 1.34 4.57 -2.83  -0.232
43 C 3.67 4.84 -1.90  -0.049
44 C 3.22 -0.08 -2.81  -0.259
45 C -3.42 -1.73 0.38  -0.032
46 C 0.15 -0.46 0.48  -0.236
47 C -0.97 -0.61 -4.47  -0.213
48 C -4.24 -2.08 -1.94  -0.212
49 C 1.48 0.13 0.95  -0.200
50 C 5.60 0.58 1.13  -0.219
51 C -0.45 -3.91 -1.80  -0.054
52 C -0.79 4.48 2.09  -0.431
53 C 2.80 3.85 1.56  -0.081
54 C 5.84 -3.39 3.21  -0.231
55 C -5.72 1.67 0.80  -0.092
56 C -4.45 4.07 -0.17  -0.425
57 C 2.83 4.79 -3.15  -0.440
58 C -3.08 -1.57 -1.09  -0.372
59 H -0.89 -8.56 -0.32  0.087
60 H 6.27 -4.40 3.13  0.119
61 H 1.27 -4.83 0.01  0.078
62 H -1.45 -5.97 0.88  0.117
63 H 5.78 -3.12 4.27  0.124
64 H 2.67 3.35 0.60  0.060
65 H -4.40 -1.50 -2.86  0.117
66 H 6.67 0.68 0.94  0.117
67 H -1.63 -0.52 5.28  0.129
68 H -5.51 4.06 -0.41  0.125
69 H -1.42 -3.62 0.12  0.101
70 H -2.61 -1.29 0.97  0.070
71 H -3.51 -2.79 0.63  0.068
72 H -2.26 -5.68 -0.59  0.128
73 H 3.39 -0.69 -1.92  0.121
74 H -1.01 -3.94 3.81  0.085
75 H 6.25 0.42 3.16  0.112
76 H 0.85 5.52 -2.53  0.132
77 H -6.11 2.28 1.63  0.085
78 H 0.16 -3.01 -1.80  0.069
79 H 0.84 4.34 -3.79  0.124
80 H -0.18 0.37 3.46  0.105
81 H -0.72 3.84 -1.49  0.085
82 H -2.06 -7.74 -1.39  0.087
83 H 2.81 0.88 -2.49  0.106
84 H 0.60 4.31 0.48  0.104
85 H 3.15 4.87 1.36  0.089
86 H -5.41 -3.39 -3.75  0.084
87 H -1.91 4.78 3.90  0.076
88 H -0.08 2.31 -0.98  0.053
89 H 6.95 -2.84 1.70  0.090
90 H 0.91 -3.27 0.29  0.050
91 H -0.39 -0.59 -3.54  0.101
92 H -4.06 2.26 -1.21  0.117
93 H -2.00 -2.48 -4.59  0.118
94 H 2.56 -1.55 -3.90  0.090
95 H 4.40 0.79 -4.36  0.123
96 H 3.11 -2.63 3.86  0.100
97 H -3.45 4.51 1.55  0.042
98 H -4.20 -4.64 4.56  0.098
99 H -4.36 5.98 -1.14  0.076
100 H 6.06 -0.72 -4.17  0.078
101 H 4.01 1.22 0.08  0.041
102 H -3.76 4.69 -2.12  0.079
103 H 0.34 -0.76 -0.56  0.120
104 H -0.23 4.42 4.18  0.080
105 H -0.05 -4.76 -2.34  0.085
106 H -0.38 0.04 -5.12  0.125
107 H 3.74 3.86 -1.44  0.064
108 H 4.67 5.26 -2.05  0.082
109 H -4.88 -5.01 -3.21  0.087
110 H -1.40 -3.76 -2.32  0.062
111 H -5.18 -1.94 -1.37  0.127
112 H 2.14 -0.70 1.18  0.114
113 H 4.48 -3.34 1.54  0.120
114 H -2.16 -2.05 -1.43  0.109
115 H -0.59 2.67 2.79  0.063
116 H -0.18 -1.35 1.05  0.103
117 H 2.44 5.94 -4.83  0.068
118 H -6.07 -4.06 -2.23  0.090
119 H 3.09 3.91 -3.76  0.135
120 H 5.50 1.96 2.82  0.113
121 H -0.50 2.54 -2.75  0.101
122 H 1.28 0.79 1.79  0.109
123 H -2.79 -0.06 -5.05  0.093
124 H 3.21 5.50 -1.14  0.078
125 H 0.97 5.68 1.57  0.131
126 H 5.10 0.94 -2.72  0.116
127 H -4.38 -1.27 0.62  0.077
128 H -0.44 -8.28 -1.96  0.086
129 H -2.74 5.31 -0.79  0.062
130 H -1.75 -1.70 -6.74  0.076
131 H 3.93 -4.38 2.80  0.121
132 H 1.00 -0.93 3.69  0.113
133 H -0.26 -1.79 6.48  0.083
134 H 2.98 6.82 -3.61  0.072
135 H -1.45 -1.60 3.95  0.093
136 H -0.98 -3.78 2.09  0.047
137 H 3.49 3.31 2.20  0.082
138 H 1.64 0.83 4.92  0.085
139 H -5.97 0.63 1.01  0.081
140 H -1.42 5.14 1.48  0.119
141 H 1.31 1.55 -0.31  0.046
142 H -0.24 -2.67 -4.59  0.111
143 H -0.89 2.56 1.26  0.032
144 H 4.22 -0.53 3.19  0.034
145 H -6.20 2.05 -0.11  0.089
146 H -1.51 0.31 -0.22  0.043
147 H -3.66 0.44 -1.10  0.049
148 H -2.70 -0.02 -2.40  0.049
149 H 5.26 -0.43 0.90  0.112
150 H -0.65 6.03 3.71  0.079
151 H -4.94 4.05 1.82  0.053
152 H -2.72 2.80 -0.17  0.105
153 H -2.77 -3.85 5.08  0.083

Summary:
spin multiplicity: 1
energy above the lowest of the compared OMol25 structures with the same formula, charge and spin: 0.0000 eV
energy: -83043.3567 eV
E_LUMO: 0.182 eV


# 6
C34H57N3O3SiTl | wB97M-V/def2-TZVPD

Each line ends with the Löwdin charge.
Atoms and positions in Å:
1 Tl -0.51 -0.79 0.69  0.914
2 Si -4.14 -3.81 -0.70  0.468
3 O -3.52 0.60 -1.82  -0.209
4 O 2.22 -0.13 3.90  0.004
5 O -4.10 -2.17 -3.48  -0.231
6 N 1.65 1.35 0.28  0.170
7 N 1.96 -1.41 -0.71  0.130
8 N 0.78 -1.71 2.79  -0.064
9 C -5.64 -0.94 -4.98  -0.069
10 C 0.38 -4.64 -1.67  -0.024
11 C -5.44 -1.70 -3.69  -0.259
12 C 4.16 -2.40 -0.17  0.008
13 C -2.93 -2.39 -0.95  -0.227
14 C -0.05 2.54 2.35  -0.033
15 C -3.32 -4.91 0.59  -0.179
16 C 1.29 -0.79 -3.32  -0.032
17 C -4.50 -4.97 -2.13  -0.177
18 C -2.88 1.78 -3.83  -0.053
19 C 1.06 -3.71 -0.89  -0.198
20 C 3.76 2.22 1.23  0.024
21 C 1.13 2.63 0.08  -0.187
22 C -4.11 1.18 -0.66  -0.250
23 C -3.59 -3.03 -4.52  -0.272
24 C 3.12 -1.30 -0.11  -0.271
25 C 1.43 -2.46 -1.46  -0.219
26 C 0.02 5.19 -0.33  -0.029
27 C 1.05 -2.18 -2.80  -0.188
28 C 0.41 -3.15 -3.56  -0.034
29 C 1.40 3.35 -1.11  -0.188
30 C 0.07 -4.38 -3.00  -0.030
31 C 1.33 -4.01 0.55  -0.044
32 C -2.42 1.25 -2.48  -0.261
33 C 0.27 3.22 1.06  -0.209
34 C -0.27 4.48 0.84  -0.031
35 C 2.88 1.11 0.67  -0.267
36 C -2.59 -2.30 -5.40  -0.066
37 C 0.84 4.62 -1.29  -0.021
38 C -3.47 2.41 -0.04  -0.082
39 C 2.31 2.76 -2.14  -0.020
40 C 3.51 -0.16 0.63  0.094
41 C -5.80 -3.11 -0.15  -0.168
42 C 1.52 -0.93 3.35  -0.610
43 H 0.42 3.07 3.20  0.112
44 H -5.58 -1.61 -5.85  0.078
45 H 4.41 -0.26 1.23  0.143
46 H 0.17 -2.92 -4.60  0.110
47 H -3.32 0.99 -4.45  0.053
48 H -1.74 -1.95 -4.79  0.052
49 H 4.12 -2.94 -1.13  0.102
50 H -6.14 -2.57 -3.66  0.122
51 H -6.52 -3.94 -0.07  0.037
52 H -4.85 -4.45 -3.03  0.006
53 H 3.37 2.82 -1.84  0.093
54 H -3.50 3.27 -0.72  0.085
55 H 2.30 -4.50 0.68  0.092
56 H -4.04 2.69 0.86  0.090
57 H -1.13 2.55 2.53  0.095
58 H 0.09 -5.59 -1.21  0.126
59 H -2.64 -2.15 0.09  -0.077
60 H -3.63 2.58 -3.71  0.087
61 H 1.28 -3.14 1.22  0.016
62 H 2.28 -0.42 -3.01  0.076
63 H 4.04 -3.13 0.64  0.097
64 H -4.42 -3.44 -5.14  0.129
65 H -2.44 2.24 0.29  0.048
66 H -4.18 0.38 0.10  0.114
67 H -3.08 -3.88 -4.03  0.096
68 H -6.19 -2.38 -0.87  0.022
69 H -1.98 2.05 -1.87  0.099
70 H -3.61 -5.55 -2.39  0.033
71 H 3.16 3.06 1.62  0.099
72 H 4.44 2.60 0.45  0.102
73 H 5.16 -1.95 -0.07  0.092
74 H -2.21 -2.99 -6.15  0.085
75 H -5.14 1.42 -0.96  0.123
76 H -2.78 -4.31 1.34  0.027
77 H 2.10 1.70 -2.32  0.056
78 H -2.03 2.21 -4.37  0.077
79 H -5.72 -2.63 0.83  0.033
80 H -4.06 -5.52 1.11  0.035
81 H 0.57 -4.72 0.92  0.098
82 H -5.30 -5.67 -1.83  0.046
83 H -5.65 -1.06 -2.82  0.112
84 H 1.23 -0.77 -4.41  0.096
85 H -1.65 0.47 -2.63  0.100
86 H 2.20 3.30 -3.08  0.092
87 H 4.37 1.82 2.05  0.101
88 H -0.93 4.91 1.60  0.132
89 H 0.55 -0.07 -2.93  0.075
90 H -2.59 -5.59 0.11  0.024
91 H 0.31 1.51 2.36  0.025
92 H -4.90 -0.13 -5.08  0.055
93 H -0.43 -5.14 -3.61  0.122
94 H 1.08 5.16 -2.21  0.124
95 H -6.64 -0.49 -4.97  0.085
96 H -3.38 -1.48 -1.42  0.022
97 H -2.04 -2.64 -1.54  0.023
98 H -3.07 -1.45 -5.90  0.070
99 H -0.40 6.19 -0.48  0.122

Summary:
spin multiplicity: 1
energy above the lowest of the compared OMol25 structures with the same formula, charge and spin: 0.1306 eV
energy: -59358.5036 eV
E_LUMO (alpha / beta): -5.969 / -7.194 eV
net charge: +1